The following is a quantum chemistry calculation of a 10-piece molecular cluster, C40H70N10 overall in a non-equilibrium geometry, from the OMol25 dataset.

Geometry (Å):
C -16.08407 -13.82519 1.55353
C -16.87647 -14.90220 2.17324
C -16.58608 -16.40847 1.59184
C -16.34663 -16.44768 0.10042
N -16.20358 -16.51821 -1.05648
H -16.26187 -12.79602 1.86545
H -15.99064 -13.84793 0.46777
H -15.02552 -13.98790 1.75626
H -17.93415 -14.67827 2.03437
H -16.71226 -15.05880 3.23936
H -17.44405 -17.00319 1.90538
H -15.70238 -16.83231 2.06886
C -17.12608 -30.71060 10.86329
C -16.61595 -30.53227 12.33734
C -15.90777 -29.12520 12.47882
C -14.67747 -28.97440 11.58471
N -13.68027 -28.85799 10.89982
H -17.82679 -31.54501 10.83371
H -16.42288 -30.83102 10.03921
H -17.87046 -29.95558 10.61041
H -15.93167 -31.30773 12.68161
H -17.39368 -30.69464 13.08358
H -15.66916 -28.95960 13.52941
H -16.68097 -28.37840 12.29837
C -16.30952 -20.42956 13.26038
C -14.82610 -20.82701 13.24351
C -14.19165 -21.30822 11.82376
C -14.16924 -20.29872 10.76593
N -14.22523 -19.52167 9.89318
H -16.58313 -19.56133 12.66088
H -16.56894 -20.05217 14.24951
H -16.98975 -21.22409 12.95362
H -14.74243 -21.55385 14.05147
H -14.31413 -19.95439 13.64913
H -14.56574 -22.22826 11.37468
H -13.19185 -21.71307 11.98064
C -11.50342 -31.50215 3.89709
C -9.98533 -31.81672 4.21188
C -9.70600 -32.62459 5.48773
C -9.91835 -33.98803 5.25160
N -10.08541 -35.12524 5.09549
H -11.95757 -30.71560 4.49974
H -12.06825 -32.42275 4.04396
H -11.46547 -31.29684 2.82727
H -9.55146 -30.83009 4.37439
H -9.45060 -32.34593 3.42314
H -10.32223 -32.21079 6.28594
H -8.69273 -32.47286 5.85968
C -10.99843 -23.07532 -7.82841
C -11.12929 -23.45189 -6.35922
C -9.92639 -23.09315 -5.40580
C -8.60847 -23.83749 -5.78291
N -7.60929 -24.37889 -6.02515
H -10.27618 -23.76505 -8.26515
H -10.69773 -22.05723 -8.07571
H -11.94876 -23.26509 -8.32737
H -11.16855 -24.53595 -6.46589
H -12.03645 -22.98534 -5.97518
H -10.16073 -23.31808 -4.36532
H -9.66165 -22.03820 -5.47719
C -17.35420 -25.98114 -3.89897
C -17.84324 -24.83021 -3.08718
C -18.99368 -25.23823 -2.24819
C -19.59473 -24.17106 -1.42062
N -20.12303 -23.31116 -0.81549
H -16.45490 -25.67641 -4.43422
H -18.04542 -26.31947 -4.67088
H -17.03364 -26.73938 -3.18454
H -18.14535 -23.98609 -3.70708
H -16.98941 -24.46786 -2.51466
H -18.64833 -26.08467 -1.65457
H -19.72512 -25.55033 -2.99363
C -0.98815 -19.77126 0.43515
C -2.34993 -19.65000 -0.17789
C -3.52770 -19.59046 0.82267
C -3.50248 -20.60885 1.86870
N -3.52510 -21.42088 2.69583
H -0.54908 -20.74790 0.23143
H -1.03144 -19.57532 1.50652
H -0.42332 -19.00544 -0.09643
H -2.40533 -20.40122 -0.96573
H -2.41038 -18.75780 -0.80113
H -4.40312 -19.68524 0.18022
H -3.56495 -18.60001 1.27625
C -19.81332 -23.32021 4.96113
C -20.62744 -22.19951 5.68925
C -19.70229 -21.05590 6.24419
C -20.29475 -19.76423 6.49212
N -20.74591 -18.70105 6.68865
H -20.53623 -23.85463 4.34478
H -19.51887 -24.02790 5.73610
H -18.88756 -23.04088 4.45810
H -21.16558 -22.60333 6.54682
H -21.20848 -21.58763 4.99924
H -18.94576 -21.10230 5.46085
H -19.26973 -21.46848 7.15565
C -9.08564 -11.97600 3.75754
C -10.00770 -12.75612 4.72309
C -9.87220 -14.25215 4.65499
C -9.64266 -14.80044 3.28943
N -9.61281 -15.24328 2.23168
H -8.04490 -12.21766 3.97331
H -9.33327 -10.91996 3.65001
H -9.11257 -12.40523 2.75597
H -11.04753 -12.46046 4.58369
H -9.92051 -12.37837 5.74182
H -10.72608 -14.74934 5.11519
H -8.97631 -14.47723 5.23363
C -10.62567 -22.64249 3.45177
C -11.61158 -23.01689 4.55471
C -12.10785 -24.52827 4.50892
C -12.97330 -24.84311 3.33826
N -13.69910 -25.18322 2.46173
H -9.83431 -23.39053 3.49957
H -10.18044 -21.66519 3.63816
H -11.01587 -22.48360 2.44648
H -12.42285 -22.31483 4.36222
H -11.17246 -22.63324 5.47563
H -12.62310 -24.90899 5.39078
H -11.24538 -25.19456 4.52625

Forces on the atoms, in the same order (eV/Å):
2.5 0.6 -0.6
-0.8 -2.3 -0.5
0.0 1.9 -0.5
-0.5 -0.3 -0.8
-0.2 0.3 2.4
-0.5 -0.2 0.1
-1.0 0.0 -0.2
0.3 0.0 0.5
-0.1 -0.3 0.0
0.1 0.5 0.1
0.1 -0.2 -0.5
0.0 0.1 0.0
-1.3 -0.6 1.2
1.0 0.5 -1.2
-0.2 -1.0 -0.1
4.0 0.6 -2.6
-5.7 -0.7 3.9
0.4 -0.7 0.0
0.3 0.2 0.5
0.5 0.8 0.0
0.4 -0.1 -0.7
-0.5 0.8 -0.3
0.6 -0.1 -0.1
0.4 0.3 -0.6
-0.2 0.5 -0.4
-0.5 0.1 -0.9
0.0 -0.2 1.6
-0.4 1.6 -1.6
0.2 -1.7 2.0
0.4 0.0 -0.5
0.0 -0.5 0.3
0.1 -0.1 0.2
0.5 -0.6 -0.5
0.5 0.0 -0.5
-1.2 0.1 0.2
0.5 0.8 0.3
1.6 -1.6 -0.3
-0.6 1.1 0.7
0.0 2.5 0.3
-0.7 -3.7 0.2
0.2 1.4 0.0
0.4 0.1 -0.1
-0.3 0.0 -0.1
-0.7 0.4 0.1
0.5 -0.1 -0.3
-0.4 0.4 -0.4
-0.3 -0.4 0.2
0.2 0.0 -0.3
0.5 0.0 -0.3
1.0 0.3 0.0
1.1 -0.9 -1.5
-0.5 0.1 0.3
-1.5 0.8 0.3
0.1 0.2 -0.3
0.0 0.1 0.3
0.0 0.0 0.0
-0.6 -0.1 0.9
0.0 -0.4 0.4
0.1 -0.1 -0.1
-0.2 0.1 0.0
0.9 0.0 -0.5
1.0 1.7 -0.5
-0.6 0.0 0.4
-1.3 2.0 1.4
1.6 -2.5 -1.7
0.1 0.0 -0.1
-0.2 -0.3 0.3
-0.2 -0.5 -0.4
0.0 0.0 -0.2
-0.1 0.1 0.4
-0.6 0.0 0.3
-0.5 -0.3 0.5
0.4 0.5 -0.2
-0.5 0.0 -0.6
0.3 -0.1 -1.3
-0.3 -1.0 0.8
0.1 1.0 -1.0
0.1 0.1 0.3
0.4 0.0 0.0
0.7 -0.2 0.5
-0.8 -0.5 0.4
-0.1 0.4 0.4
-0.4 -0.1 0.5
0.1 -0.1 0.1
-1.1 0.1 1.5
1.0 1.4 -0.2
0.6 -2.4 -0.2
-1.0 2.6 0.3
1.0 -2.5 -0.4
0.4 0.0 -0.4
0.2 -0.2 0.0
-0.4 0.3 -0.3
-0.5 0.0 -0.5
-0.8 -0.9 -0.1
0.4 1.1 0.3
0.3 0.5 0.1
-0.1 -1.2 -0.2
-0.9 1.8 -0.5
1.0 -0.4 -0.1
-0.9 0.3 0.7
0.3 0.0 -0.1
0.2 0.8 0.6
0.3 -0.1 0.4
-0.7 0.0 -0.2
-0.2 -0.1 -0.8
0.7 -0.4 0.2
0.1 -0.1 -0.1
0.0 -0.5 0.1
0.7 -0.2 0.1
-1.0 0.5 -1.0
0.4 0.8 0.0
-2.1 -1.2 -2.5
2.7 1.4 3.2
0.3 0.2 -0.6
0.1 0.0 0.5
-0.3 -0.8 0.0
-0.7 -0.4 0.4
-0.1 -1.0 0.4
-0.4 0.7 0.2
0.2 0.1 -0.6

As for the relative energy (zero: lowest compared OMol25 entry of this formula, charge and spin): 597.74 kJ/mol. Its LUMO energy is 0.010 Ha. As for the net charge: 0. The orbital gap comes out at 11.4 eV. The HOMO energy is -11.1537 eV. The SMILES is CCCC#N.CCCC#N.CCCC#N.CCCC#N.CCCC#N.CCCC#N.CCCC#N.CCCC#N.CCCC#N.CCCC#N.

Löwdin population analysis, charges in e, atoms 1 to 6:
1 C -0.145
2 C -0.241
3 C -0.142
4 C -0.224
5 N 0.123
6 H 0.077